Entry 1:
Molecular formula: C7H19HfNO15S3
Method: DFT, ωB97M-V with the def2-TZVPD basis set

XYZ file:
```
46
C7H19HfNO15S3 ωB97M-V with the def2-TZVPD basis set
H 0.942 -1.882 -2.594
C 2.832 -0.355 2.726
C -0.376 -0.342 -2.953
H 4.112 -1.050 0.679
O -2.392 1.449 0.090
H -4.392 1.466 -0.097
C 0.965 -0.793 -2.577
H 2.334 -0.916 3.517
H -0.321 0.696 -3.283
H -2.718 -1.460 -2.828
O -1.634 -1.062 4.084
H 3.688 0.626 0.528
H -3.890 0.646 1.381
O -0.020 2.004 -0.775
O 2.265 -0.442 1.398
O -1.205 -3.436 1.516
N 1.550 -0.113 -1.374
H -0.732 -0.993 -3.752
O -1.946 -1.371 0.647
Hf -0.281 0.190 0.537
O -0.096 0.710 4.539
H 2.913 0.675 3.073
C -3.689 1.502 0.735
O 0.884 2.067 1.061
O 1.913 3.504 -0.702
H 1.601 -0.651 -3.451
H -3.012 0.269 -2.874
O -0.112 4.175 0.392
H 2.991 -1.715 -1.083
O -1.740 -3.178 -0.952
O -1.192 -0.456 -1.831
O 0.095 -0.726 2.563
H -2.434 2.189 -0.520
H 1.667 0.694 -1.969
S 0.696 3.015 0.005
H 3.637 -0.314 -1.846
H -3.206 -0.725 -1.416
C -2.570 -0.530 -2.279
H -3.918 2.439 1.244
C 2.927 -0.627 -1.081
H 3.835 -0.782 2.752
O -1.337 0.714 2.479
S -1.263 -2.633 0.306
S -0.727 -0.088 3.551
C 3.310 -0.383 0.362
O 0.046 -2.007 0.074
```

For the total energy, the calculation gives -73586.32288 eV. Its highest occupied orbital energy is -2.514 eV. The net charge is -2. The calculation puts the gap between HOMO and LUMO at 7.09 eV. The calculation puts the lowest unoccupied orbital energy at 4.5758 eV.

Löwdin charges, unit e, in atom order: atom 1 (H): 0.128, atom 2 (C): -0.082, atom 3 (C): -0.254, atom 4 (H): 0.107, atom 5 (O): -0.208, atom 6 (H): 0.069, atom 7 (C): -0.218, atom 8 (H): 0.087, atom 9 (H): 0.131, atom 10 (H): 0.085, atom 11 (O): -0.319, atom 12 (H): 0.121, atom 13 (H): 0.093, atom 14 (O): -0.486, atom 15 (O): -0.266, atom 16 (O): -0.314, atom 17 (N): -0.055, atom 18 (H): 0.131, atom 19 (O): -0.432, atom 20 (Hf): 1.953, atom 21 (O): -0.316, atom 22 (H): 0.097, atom 23 (C): -0.092, atom 24 (O): -0.409, atom 25 (O): -0.390, atom 26 (H): 0.118, atom 27 (H): 0.090, atom 28 (O): -0.356, atom 29 (H): 0.117, atom 30 (O): -0.345, atom 31 (O): -0.262, atom 32 (O): -0.441, atom 33 (H): 0.092, atom 34 (H): 0.101, atom 35 (S): 0.239, atom 36 (H): 0.121, atom 37 (H): 0.081, atom 38 (C): -0.083, atom 39 (H): 0.084, atom 40 (C): -0.153, atom 41 (H): 0.068, atom 42 (O): -0.440, atom 43 (S): 0.245, atom 44 (S): 0.186, atom 45 (C): -0.181, atom 46 (O): -0.440

---

Entry 2:
Molecular formula: C7H19INO3P2
Method: DFT, ωB97M-V with the def2-TZVPD basis set

XYZ file:
```
33
C7H19INO3P2 ωB97M-V with the def2-TZVPD basis set
I 2.141 3.885 -1.583
C 2.669 1.472 -0.482
H 2.912 -0.794 1.116
H 1.422 -2.651 -1.103
H 2.676 -1.440 -0.971
H -0.024 0.768 -0.763
P -0.707 -0.167 0.070
H -2.376 -1.475 -1.289
H 2.719 1.568 1.663
H 1.654 -0.453 2.298
H 1.897 2.019 -1.137
C 1.911 -0.361 1.232
O -2.931 -1.954 1.447
H 1.118 -1.097 -1.842
H 3.142 0.609 -0.980
H 1.102 1.695 1.027
H -1.664 1.937 -1.873
H 0.641 -2.048 0.896
O -3.967 0.262 -0.224
C -1.589 -1.682 -0.559
H -4.606 0.844 -0.658
H -0.725 0.106 1.481
C 0.895 -1.128 0.340
H -0.915 -2.398 -1.039
C 2.047 1.145 0.904
N -2.521 2.084 -1.349
H -2.842 1.338 1.958
C -2.126 -2.415 0.674
H 3.456 2.189 -0.317
C 1.599 -1.572 -0.977
H -1.708 -3.422 0.894
O -2.722 2.006 1.265
P -2.578 1.130 -0.119
```

For the total energy, the calculation gives -41877.07805 eV. Its highest occupied orbital energy is -2.519 eV. The net charge is -1. The calculation puts the gap between HOMO and LUMO at 5.04 eV. The calculation puts the lowest unoccupied orbital energy at 2.5236 eV.

Löwdin charges, unit e, in atom order: atom 1 (I): -0.112, atom 2 (C): -0.422, atom 3 (H): 0.101, atom 4 (H): 0.061, atom 5 (H): 0.057, atom 6 (H): 0.042, atom 7 (P): 0.787, atom 8 (H): 0.087, atom 9 (H): 0.097, atom 10 (H): 0.094, atom 11 (H): -0.280, atom 12 (C): -0.250, atom 13 (O): 0.023, atom 14 (H): 0.071, atom 15 (H): 0.052, atom 16 (H): 0.075, atom 17 (H): -0.052, atom 18 (H): 0.092, atom 19 (O): -0.244, atom 20 (C): -0.278, atom 21 (H): 0.058, atom 22 (H): 0.032, atom 23 (C): -0.518, atom 24 (H): 0.072, atom 25 (C): -0.288, atom 26 (N): -0.206, atom 27 (H): 0.046, atom 28 (C): -0.317, atom 29 (H): -0.049, atom 30 (C): -0.127, atom 31 (H): 0.119, atom 32 (O): -0.218, atom 33 (P): 0.396

---

Entry 3:
Molecular formula: C7H19N2O
Method: DFT, ωB97M-V with the def2-TZVPD basis set

XYZ file:
```
29
C7H19N2O ωB97M-V with the def2-TZVPD basis set
H 1.916 -1.725 1.626
N 0.446 -0.051 -0.026
C 1.402 0.974 -0.468
H 2.082 3.041 -0.047
H 1.652 2.101 1.480
H -0.109 -2.285 -3.122
H -2.101 1.518 -0.055
H -3.145 -0.621 -1.007
C 0.239 -0.220 1.400
H -0.734 -2.359 -1.432
H -0.063 0.158 -2.893
H -1.800 -0.553 -2.896
H -0.416 -1.114 1.412
N -0.229 -1.782 -2.194
H 1.277 1.348 -1.520
H -2.253 -1.855 -0.304
H -0.226 0.733 1.713
C -2.285 -0.807 -0.357
H -2.598 -0.451 0.689
O -1.575 1.289 -0.838
H 0.443 2.786 0.421
C 1.425 2.283 0.466
C 1.574 -0.665 2.103
C -1.246 0.012 -0.969
H 2.361 0.007 1.950
H 2.335 0.577 -0.378
H 0.765 -0.943 -0.500
C -0.819 -0.439 -2.325
H 1.452 -0.483 3.218
```

The calculation puts the energy above the lowest of the compared OMol25 structures with the same formula, charge and spin at 82.1 kcal/mol. For the total energy, the calculation gives -12586.53663 eV. Its highest occupied orbital energy is -13.480 eV. The net charge is +1. The calculation puts the gap between HOMO and LUMO at 10.73 eV. The calculation puts the lowest unoccupied orbital energy at -2.7461 eV.

Löwdin charges, unit e, in atom order: atom 1 (H): 0.147, atom 2 (N): -0.074, atom 3 (C): -0.161, atom 4 (H): 0.104, atom 5 (H): 0.044, atom 6 (H): 0.126, atom 7 (H): 0.145, atom 8 (H): 0.126, atom 9 (C): -0.218, atom 10 (H): 0.107, atom 11 (H): 0.140, atom 12 (H): 0.157, atom 13 (H): 0.120, atom 14 (N): -0.019, atom 15 (H): 0.138, atom 16 (H): 0.075, atom 17 (H): 0.131, atom 18 (C): -0.017, atom 19 (H): 0.141, atom 20 (O): 0.088, atom 21 (H): 0.071, atom 22 (C): -0.044, atom 23 (C): -0.052, atom 24 (C): -0.439, atom 25 (H): 0.024, atom 26 (H): 0.081, atom 27 (H): 0.142, atom 28 (C): -0.191, atom 29 (H): 0.108

---

Entry 4:
Molecular formula: C7H19N2O
Method: DFT, ωB97M-V with the def2-TZVPD basis set

XYZ file:
```
29
C7H19N2O ωB97M-V with the def2-TZVPD basis set
H -0.505 -1.959 -1.341
H -1.999 2.368 1.390
H -0.144 -0.087 -2.927
C -1.536 0.169 2.179
O -0.726 -1.292 -0.633
H 3.165 0.471 0.852
H 2.643 1.148 -0.722
H -0.905 -0.795 2.253
C 1.486 -0.600 -0.014
H -2.321 0.132 2.970
H -3.063 -1.511 0.490
H -0.946 1.008 2.562
H 1.483 -2.450 -1.180
H 1.465 -0.221 -2.307
H 2.834 -2.111 -0.136
H 0.800 1.113 -2.028
C -2.327 1.763 0.552
H -1.762 2.022 -0.394
H 1.200 -1.044 0.872
H -3.427 -0.172 -0.578
C 0.200 -0.154 -0.650
H -3.399 1.906 0.249
C 2.169 -1.643 -0.885
H 1.813 1.461 0.901
C 2.337 0.610 0.269
C -2.259 0.376 0.913
N -2.903 -0.544 0.227
H 2.746 -1.281 -1.733
N 0.579 0.189 -2.114
```

The calculation puts the energy above the lowest of the compared OMol25 structures with the same formula, charge and spin at 129.4 kcal/mol. For the total energy, the calculation gives -12584.48691 eV. Its highest occupied orbital energy is -10.230 eV. The net charge is +1. The calculation puts the gap between HOMO and LUMO at 6.94 eV. The calculation puts the lowest unoccupied orbital energy at -3.2897 eV.

Löwdin charges, unit e, in atom order: atom 1 (H): 0.092, atom 2 (H): 0.095, atom 3 (H): 0.234, atom 4 (C): -0.022, atom 5 (O): -0.152, atom 6 (H): 0.036, atom 7 (H): 0.109, atom 8 (H): 0.128, atom 9 (C): -0.456, atom 10 (H): 0.120, atom 11 (H): 0.156, atom 12 (H): 0.094, atom 13 (H): 0.082, atom 14 (H): 0.077, atom 15 (H): 0.105, atom 16 (H): 0.086, atom 17 (C): -0.030, atom 18 (H): 0.118, atom 19 (H): 0.101, atom 20 (H): 0.156, atom 21 (C): -0.327, atom 22 (H): 0.118, atom 23 (C): -0.065, atom 24 (H): 0.119, atom 25 (C): -0.068, atom 26 (C): -0.381, atom 27 (N): 0.218, atom 28 (H): 0.079, atom 29 (N): 0.176

---

Please write out number 4 again, unchanged.
Molecular formula: C7H19N2O
Method: DFT, ωB97M-V with the def2-TZVPD basis set

XYZ file:
```
29
C7H19N2O ωB97M-V with the def2-TZVPD basis set
H -0.505 -1.959 -1.341
H -1.999 2.368 1.390
H -0.144 -0.087 -2.927
C -1.536 0.169 2.179
O -0.726 -1.292 -0.633
H 3.165 0.471 0.852
H 2.643 1.148 -0.722
H -0.905 -0.795 2.253
C 1.486 -0.600 -0.014
H -2.321 0.132 2.970
H -3.063 -1.511 0.490
H -0.946 1.008 2.562
H 1.483 -2.450 -1.180
H 1.465 -0.221 -2.307
H 2.834 -2.111 -0.136
H 0.800 1.113 -2.028
C -2.327 1.763 0.552
H -1.762 2.022 -0.394
H 1.200 -1.044 0.872
H -3.427 -0.172 -0.578
C 0.200 -0.154 -0.650
H -3.399 1.906 0.249
C 2.169 -1.643 -0.885
H 1.813 1.461 0.901
C 2.337 0.610 0.269
C -2.259 0.376 0.913
N -2.903 -0.544 0.227
H 2.746 -1.281 -1.733
N 0.579 0.189 -2.114
```

The calculation puts the energy above the lowest of the compared OMol25 structures with the same formula, charge and spin at 129.4 kcal/mol. For the total energy, the calculation gives -12584.48691 eV. Its highest occupied orbital energy is -10.230 eV. The net charge is +1. The calculation puts the gap between HOMO and LUMO at 6.94 eV. The calculation puts the lowest unoccupied orbital energy at -3.2897 eV.

Löwdin charges, unit e, in atom order: atom 1 (H): 0.092, atom 2 (H): 0.095, atom 3 (H): 0.234, atom 4 (C): -0.022, atom 5 (O): -0.152, atom 6 (H): 0.036, atom 7 (H): 0.109, atom 8 (H): 0.128, atom 9 (C): -0.456, atom 10 (H): 0.120, atom 11 (H): 0.156, atom 12 (H): 0.094, atom 13 (H): 0.082, atom 14 (H): 0.077, atom 15 (H): 0.105, atom 16 (H): 0.086, atom 17 (C): -0.030, atom 18 (H): 0.118, atom 19 (H): 0.101, atom 20 (H): 0.156, atom 21 (C): -0.327, atom 22 (H): 0.118, atom 23 (C): -0.065, atom 24 (H): 0.119, atom 25 (C): -0.068, atom 26 (C): -0.381, atom 27 (N): 0.218, atom 28 (H): 0.079, atom 29 (N): 0.176